C6H13N2 | ωB97M-V/def2-TZVPD

For the HOMO energy, the calculation gives -11.64 eV. Its total charge is +1. The calculation puts the maximum force at 0.04678 hartree/bohr. Its HOMO-LUMO gap is 7.7 eV.

Last column: Mulliken charge in e.
Geometry (Å):
C (0.52, 1.58, 0.00)  -0.400
C (-0.11, 0.45, 0.31)  -0.503
C (2.02, 1.44, -0.06)  -0.585
C (2.19, -0.08, -0.08)  -0.529
C (0.52, -1.91, -0.05)  -0.962
C (-2.90, 0.91, 0.22)  -0.234
N (0.92, -0.61, 0.51)  0.120
N (-3.51, -0.19, -0.14)  -0.179
H (0.05, 2.52, -0.17)  0.411
H (2.45, 1.92, -0.94)  0.349
H (2.48, 1.89, 0.83)  0.276
H (2.24, -0.43, -1.11)  0.299
H (3.06, -0.45, 0.47)  0.323
H (0.23, -1.77, -1.09)  0.357
H (1.35, -2.61, 0.00)  0.389
H (-0.32, -2.31, 0.51)  0.304
H (-2.58, 1.62, -0.52)  0.295
H (-2.79, 1.14, 1.27)  0.328
H (-3.85, -0.86, 0.53)  0.277
H (1.05, -0.72, 1.52)  0.388
H (-3.64, -0.41, -1.12)  0.274

C74H174O4 | ωB97M-V/def2-TZVPD

For the HOMO energy, the calculation gives -9.54 eV. Its total charge is 0. The calculation puts the maximum force at 0.06188 hartree/bohr. Its HOMO-LUMO gap is 10.3 eV.

Last column: Mulliken charge in e.
Geometry (Å):
C (2.14, -3.84, -2.43)  -0.379
C (1.73, -5.27, -2.51)  -0.921
C (0.28, -5.44, -2.96)  0.134
C (-0.15, -6.97, -3.06)  -1.209
C (-1.56, -7.24, -3.56)  0.310
C (-1.84, -8.74, -3.54)  -1.658
H (1.82, -3.36, -3.36)  0.312
H (3.21, -3.77, -2.24)  0.311
H (1.66, -3.32, -1.60)  -0.192
H (2.43, -5.78, -3.18)  0.464
H (1.82, -5.62, -1.48)  0.270
H (0.08, -5.03, -3.95)  0.514
H (-0.38, -4.98, -2.23)  -0.098
H (0.54, -7.56, -3.66)  0.548
H (-0.03, -7.42, -2.07)  0.247
H (-2.26, -6.76, -2.88)  -0.165
H (-1.84, -6.68, -4.45)  0.440
H (-2.89, -8.96, -3.73)  0.420
H (-1.34, -9.24, -4.37)  0.444
H (-1.64, -9.30, -2.62)  0.310
C (-4.64, -4.15, -4.01)  -1.399
C (-4.00, -2.79, -4.34)  0.473
C (-2.52, -2.96, -4.58)  -0.462
C (-1.89, -1.49, -4.63)  0.626
C (-0.40, -1.36, -4.88)  0.341
C (-0.04, 0.15, -4.99)  -0.616
H (-5.71, -4.09, -3.79)  0.430
H (-4.21, -4.57, -3.10)  0.208
H (-4.46, -4.79, -4.88)  0.394
H (-4.40, -2.34, -5.26)  0.426
H (-4.11, -2.01, -3.59)  -0.543
H (-2.32, -3.54, -5.47)  0.643
H (-2.02, -3.38, -3.71)  -0.250
H (-2.48, -0.92, -5.34)  0.531
H (-1.98, -0.98, -3.67)  -0.943
H (0.12, -1.83, -4.03)  -0.682
H (0.01, -1.95, -5.70)  0.609
H (-0.58, 0.77, -5.71)  0.483
H (-0.15, 0.60, -4.00)  -0.048
H (1.02, 0.25, -5.22)  -0.138
C (-0.64, 8.12, -1.45)  -1.032
C (-0.06, 7.43, -0.23)  -0.033
C (0.53, 6.03, -0.48)  0.576
C (1.27, 5.51, 0.71)  -1.064
C (2.13, 4.30, 0.42)  1.098
C (3.01, 3.92, 1.59)  -1.536
H (-0.98, 9.12, -1.17)  0.463
H (-1.45, 7.51, -1.85)  -0.051
H (0.20, 8.19, -2.15)  0.346
H (0.70, 8.01, 0.29)  0.664
H (-0.89, 7.32, 0.46)  -0.555
H (1.08, 6.03, -1.42)  0.209
H (-0.27, 5.29, -0.59)  -0.196
H (2.02, 6.25, 0.98)  0.363
H (0.53, 5.44, 1.51)  0.033
H (1.50, 3.44, 0.20)  -0.458
H (2.77, 4.55, -0.42)  0.153
H (3.87, 4.59, 1.63)  0.475
H (2.44, 3.98, 2.51)  0.260
H (3.39, 2.92, 1.36)  0.267
C (-3.17, -7.64, 0.40)  -0.990
C (-1.93, -7.62, 1.28)  -0.642
C (-1.15, -6.36, 1.16)  0.763
C (0.09, -6.35, 2.07)  -1.379
C (0.85, -4.99, 2.03)  1.400
C (2.07, -5.08, 2.92)  -1.614
H (-2.99, -7.56, -0.67)  0.055
H (-3.73, -6.72, 0.59)  0.225
H (-3.73, -8.56, 0.58)  0.390
H (-2.31, -7.78, 2.29)  0.332
H (-1.42, -8.57, 1.08)  0.390
H (-1.87, -5.56, 1.35)  -0.035
H (-0.84, -6.33, 0.12)  -0.319
H (-0.21, -6.52, 3.11)  0.476
H (0.69, -7.20, 1.74)  0.352
H (1.30, -4.85, 1.04)  -0.258
H (0.19, -4.15, 2.26)  -0.296
H (1.74, -5.46, 3.89)  0.353
H (2.76, -5.82, 2.51)  0.460
H (2.58, -4.13, 3.06)  0.289
C (4.46, 0.05, -5.22)  -1.252
C (4.90, 0.26, -3.80)  -0.224
C (4.46, -0.87, -2.89)  -0.063
C (4.57, -0.51, -1.37)  0.397
C (5.97, -0.66, -0.78)  -0.621
C (6.01, -0.20, 0.70)  -0.918
H (3.39, -0.12, -5.34)  0.034
H (4.99, -0.74, -5.75)  0.418
H (4.75, 0.87, -5.87)  0.432
H (5.98, 0.40, -3.70)  0.340
H (4.49, 1.23, -3.48)  0.194
H (5.03, -1.78, -3.09)  0.405
H (3.40, -1.10, -2.98)  -0.298
H (4.25, 0.51, -1.18)  0.073
H (3.80, -1.06, -0.82)  -0.312
H (6.27, -1.71, -0.74)  0.320
H (6.69, 0.00, -1.28)  0.323
H (5.51, 0.77, 0.70)  0.203
H (5.56, -0.91, 1.39)  0.108
H (7.03, -0.02, 1.05)  0.463
C (-4.35, -2.84, 2.65)  -1.182
C (-4.88, -2.96, 1.23)  -0.193
C (-5.49, -1.72, 0.67)  0.028
C (-6.04, -1.80, -0.76)  0.492
C (-6.92, -0.56, -1.12)  -0.333
C (-7.31, -0.44, -2.64)  -1.418
H (-5.15, -2.44, 3.28)  0.471
H (-3.49, -2.18, 2.70)  -0.017
H (-4.04, -3.80, 3.06)  0.419
H (-4.03, -3.29, 0.63)  -0.081
H (-5.57, -3.77, 1.03)  0.508
H (-4.87, -0.84, 0.89)  -0.647
H (-6.37, -1.49, 1.27)  0.799
H (-5.24, -1.85, -1.49)  -0.690
H (-6.63, -2.71, -0.86)  0.557
H (-7.77, -0.56, -0.44)  0.486
H (-6.42, 0.37, -0.84)  -0.043
H (-8.02, -1.24, -2.87)  0.454
H (-7.84, 0.49, -2.82)  0.418
H (-6.48, -0.52, -3.34)  0.172
C (1.23, 3.29, -3.11)  1.659
C (2.26, 3.72, -4.08)  -0.774
C (1.90, 4.79, -5.06)  -0.842
C (0.81, 4.35, -6.04)  0.561
C (0.61, 5.29, -7.28)  -0.690
C (1.62, 5.15, -8.43)  -1.399
H (1.63, 2.46, -2.52)  -0.148
H (0.27, 3.06, -3.58)  -0.349
H (1.04, 4.10, -2.41)  -0.789
H (3.06, 4.04, -3.41)  0.435
H (2.51, 2.84, -4.67)  0.173
H (2.78, 4.99, -5.67)  0.354
H (1.71, 5.73, -4.54)  0.283
H (0.92, 3.33, -6.41)  0.258
H (-0.14, 4.34, -5.51)  -0.423
H (-0.35, 5.10, -7.75)  0.385
H (0.66, 6.35, -7.01)  0.279
H (2.58, 5.49, -8.03)  0.322
H (1.65, 4.14, -8.84)  0.318
H (1.44, 5.74, -9.32)  0.404
C (-3.92, 1.46, -2.74)  -0.148
C (-3.45, 2.63, -3.55)  -0.214
C (-3.54, 3.95, -2.78)  0.275
C (-2.97, 5.21, -3.49)  -0.369
C (-3.44, 5.54, -4.92)  -0.560
C (-2.83, 6.97, -5.38)  -1.258
H (-5.00, 1.54, -2.56)  0.514
H (-3.39, 1.42, -1.79)  -0.527
H (-3.80, 0.49, -3.22)  0.003
H (-2.44, 2.42, -3.90)  -0.219
H (-4.05, 2.68, -4.46)  0.475
H (-2.92, 3.79, -1.90)  -0.484
H (-4.56, 4.08, -2.44)  0.449
H (-3.12, 6.06, -2.83)  0.408
H (-1.90, 5.13, -3.64)  -0.141
H (-3.18, 4.77, -5.64)  0.315
H (-4.53, 5.62, -4.90)  0.467
H (-3.25, 7.84, -4.88)  0.365
H (-1.79, 6.98, -5.06)  0.275
H (-2.94, 7.13, -6.45)  0.354
C (-2.79, 7.39, 2.88)  -1.513
C (-2.92, 5.91, 2.55)  -0.065
C (-3.48, 5.66, 1.15)  -0.122
C (-4.16, 4.28, 1.02)  -1.438
C (-3.25, 3.10, 1.24)  1.973
C (-3.99, 1.80, 1.07)  -1.034
H (-3.71, 7.97, 2.92)  0.409
H (-2.21, 7.90, 2.11)  0.273
H (-2.35, 7.44, 3.87)  0.358
H (-1.98, 5.37, 2.66)  -0.062
H (-3.64, 5.45, 3.22)  0.528
H (-2.67, 5.70, 0.42)  -0.176
H (-4.14, 6.49, 0.88)  0.469
H (-5.02, 4.24, 1.69)  0.561
H (-4.67, 4.18, 0.06)  0.272
H (-2.50, 3.15, 0.45)  -0.254
H (-2.73, 3.12, 2.20)  -0.510
H (-4.63, 1.72, 0.19)  0.035
H (-3.39, 0.89, 1.12)  -0.332
H (-4.74, 1.69, 1.85)  0.498
C (-0.44, 3.12, 5.18)  -1.713
C (-0.83, 1.94, 4.19)  0.827
C (-0.77, 0.62, 4.98)  -1.435
C (-0.99, -0.62, 4.11)  1.039
C (-0.57, -1.91, 4.84)  1.492
C (-1.51, -2.23, 6.00)  -1.747
H (-1.23, 3.41, 5.87)  0.412
H (-0.25, 4.04, 4.64)  0.350
H (0.48, 2.87, 5.72)  0.413
H (-1.86, 2.10, 3.86)  -0.066
H (-0.11, 2.02, 3.38)  -0.063
H (-1.47, 0.69, 5.82)  0.526
H (0.17, 0.54, 5.53)  0.375
H (-2.06, -0.64, 3.90)  0.275
H (-0.41, -0.46, 3.21)  -0.964
H (-0.64, -2.74, 4.14)  -0.345
H (0.45, -1.76, 5.20)  -0.684
H (-1.56, -1.44, 6.74)  0.428
H (-2.54, -2.42, 5.71)  0.350
H (-1.10, -3.12, 6.50)  0.455
C (2.72, -1.08, 2.60)  -0.670
C (1.90, -0.06, 1.71)  0.342
C (0.90, -0.76, 0.73)  0.190
C (-0.10, 0.13, 0.04)  0.578
C (-0.88, -0.60, -1.03)  0.490
C (-2.00, -1.55, -0.55)  0.211
H (3.07, -1.91, 1.98)  0.352
H (2.08, -1.51, 3.37)  -0.406
H (3.49, -0.55, 3.16)  0.057
H (1.54, 0.77, 2.33)  0.063
H (2.56, 0.53, 1.07)  0.254
H (0.41, -1.58, 1.25)  -0.310
H (1.40, -1.25, -0.10)  0.084
H (-0.77, 0.55, 0.80)  -0.056
H (0.47, 0.89, -0.49)  -0.417
H (-1.45, 0.18, -1.54)  -0.327
H (-0.25, -1.09, -1.76)  -0.158
H (-1.54, -2.36, 0.03)  0.146
H (-2.72, -1.01, 0.06)  -0.900
H (-2.53, -1.93, -1.42)  0.275
C (4.66, 2.82, 5.05)  -0.524
O (4.59, 1.44, 4.61)  -0.115
C (5.18, 0.47, 5.51)  -0.213
C (6.76, 0.47, 5.61)  -0.586
O (7.21, 1.66, 6.10)  -0.292
C (8.64, 1.71, 6.35)  -0.801
H (4.17, 3.39, 4.26)  -0.036
H (5.70, 3.14, 5.09)  0.294
H (4.17, 3.04, 5.99)  0.339
H (4.88, -0.52, 5.18)  -0.030
H (4.77, 0.71, 6.50)  0.317
H (7.23, 0.24, 4.66)  0.322
H (7.10, -0.29, 6.31)  0.471
H (9.22, 1.36, 5.49)  0.322
H (9.00, 1.10, 7.18)  0.284
H (8.98, 2.71, 6.61)  0.274
C (4.30, -6.32, 6.33)  -0.694
O (4.28, -4.90, 6.46)  -0.186
C (4.66, -4.45, 7.77)  -0.722
C (4.59, -2.91, 7.88)  -0.223
O (3.34, -2.22, 8.08)  -0.490
C (2.43, -2.34, 7.00)  -0.348
H (3.73, -6.79, 7.13)  0.333
H (5.30, -6.75, 6.41)  0.306
H (3.88, -6.49, 5.34)  0.120
H (5.64, -4.82, 8.07)  0.494
H (3.93, -4.86, 8.48)  0.347
H (4.99, -2.52, 6.95)  0.008
H (5.27, -2.52, 8.63)  0.459
H (1.56, -1.76, 7.30)  0.253
H (2.06, -3.34, 6.82)  0.304
H (2.82, -2.02, 6.03)  0.071

C2H5IN3O | ωB97M-V/def2-TZVPD

For the HOMO energy, the calculation gives -14.61 eV. Its total charge is +1. The calculation puts the maximum force at 0.13234 hartree/bohr. Its HOMO-LUMO gap is 9.1 eV. Its SMILES is NNC(=O)/[NH+]=C/I.

Last column: Mulliken charge in e.
Geometry (Å):
N (-0.05, -1.15, -0.96)  -0.609
N (-1.11, -0.59, -0.26)  -0.076
C (-1.04, 0.49, 0.61)  0.363
O (-1.95, 0.97, 1.19)  -0.453
N (0.30, 0.93, 0.88)  -0.066
C (1.30, 0.82, 0.03)  -0.149
I (3.25, 1.36, 0.36)  0.353
H (-0.40, -1.43, -1.99)  0.313
H (0.33, -1.91, -0.58)  0.210
H (-2.04, -1.08, -0.15)  0.256
H (0.45, 1.36, 1.78)  0.260
H (0.97, 0.24, -0.91)  0.598

C31H27N2O6PPt | ωB97M-V/def2-TZVPD

For the HOMO energy (alpha / beta), the calculation gives -6.80 / -6.82 eV. Its total charge is 0. The calculation puts the maximum force at 0.01518 hartree/bohr. Its HOMO-LUMO gap (alpha / beta) is 6.4 / 6.4 eV.

Last column: Mulliken charge in e.
Geometry (Å):
Pt (0.59, -0.87, 0.06)  0.730
O (6.44, 0.62, 0.17)  -0.547
C (5.12, 0.38, 0.09)  0.970
C (4.46, 0.20, -1.12)  -0.486
C (3.11, -0.06, -1.11)  -0.011
N (2.42, -0.10, 0.04)  0.868
C (3.05, 0.03, 1.22)  0.183
C (4.40, 0.29, 1.28)  -0.680
C (2.21, -0.19, 2.48)  0.324
O (2.67, 0.15, 3.55)  -0.748
O (1.06, -0.73, 2.25)  -0.686
C (2.33, -0.39, -2.37)  0.196
O (2.83, -0.09, -3.45)  -0.748
O (1.21, -0.96, -2.15)  -0.674
H (6.82, 0.65, -0.71)  0.310
H (4.96, 0.24, -2.08)  0.495
H (4.88, 0.40, 2.25)  0.629
C (0.30, -4.10, -1.69)  -1.177
C (0.43, -4.27, -0.19)  0.098
C (1.85, -3.98, 0.29)  -1.500
C (-0.66, -3.54, 0.60)  0.026
C (-2.02, -4.21, 0.39)  -0.724
O (-2.93, -3.12, 0.13)  -0.491
C (-2.22, -2.00, 0.02)  1.520
N (-0.96, -2.13, 0.23)  0.230
C (-3.06, -0.80, -0.23)  0.020
C (-4.42, -1.05, -0.44)  -1.035
C (-5.31, -0.01, -0.64)  -0.714
C (-4.87, 1.30, -0.64)  -0.801
C (-3.52, 1.56, -0.43)  -0.518
C (-2.61, 0.53, -0.22)  0.259
P (-0.86, 0.98, 0.03)  0.373
C (-0.84, 1.87, 1.61)  0.286
C (0.38, 2.45, 1.98)  -0.346
C (0.52, 3.06, 3.21)  -0.733
C (-0.56, 3.10, 4.09)  -0.650
C (-1.76, 2.51, 3.74)  -0.672
C (-1.90, 1.90, 2.50)  -0.697
C (-0.58, 2.27, -1.23)  0.745
C (-0.22, 1.85, -2.51)  -0.531
C (-0.01, 2.78, -3.51)  -0.687
C (-0.13, 4.14, -3.23)  -0.551
C (-0.48, 4.56, -1.96)  -0.739
C (-0.70, 3.63, -0.95)  -0.309
H (1.00, -4.75, -2.21)  0.465
H (0.52, -3.07, -2.00)  -0.002
H (-0.70, -4.35, -2.06)  0.348
H (0.24, -5.33, 0.06)  0.409
H (2.14, -2.94, 0.13)  0.116
H (2.56, -4.60, -0.26)  0.487
H (1.97, -4.18, 1.36)  0.400
H (-0.40, -3.52, 1.66)  0.448
H (-2.38, -4.74, 1.27)  0.304
H (-2.04, -4.87, -0.47)  0.385
H (-4.78, -2.06, -0.44)  0.468
H (-6.36, -0.23, -0.81)  0.401
H (-5.56, 2.12, -0.80)  0.452
H (-3.17, 2.58, -0.44)  0.461
H (1.23, 2.40, 1.31)  0.519
H (1.47, 3.49, 3.50)  0.420
H (-0.45, 3.57, 5.06)  0.372
H (-2.60, 2.52, 4.43)  0.410
H (-2.85, 1.43, 2.24)  0.342
H (-0.08, 0.79, -2.72)  0.312
H (0.29, 2.45, -4.49)  0.454
H (0.05, 4.87, -4.01)  0.389
H (-0.57, 5.62, -1.74)  0.422
H (-0.96, 3.96, 0.04)  0.413

C6H11NO | ωB97M-V/def2-TZVPD

For the HOMO energy, the calculation gives -9.57 eV. Its total charge is 0. The calculation puts the maximum force at 0.01796 hartree/bohr. Its HOMO-LUMO gap is 10.4 eV. Its SMILES is C=CCCC(=O)NC.

Last column: Mulliken charge in e.
Geometry (Å):
C (3.28, 0.09, -0.46)  -0.740
C (1.99, 0.41, -0.57)  -0.245
C (0.89, -0.41, 0.07)  -0.312
C (-0.04, 0.49, 0.88)  -0.914
C (-1.18, 1.11, 0.09)  0.555
O (-1.16, 2.28, -0.26)  -0.638
N (-2.28, 0.34, -0.15)  -0.191
C (-2.40, -1.12, 0.02)  -0.755
H (3.58, -0.79, 0.09)  0.257
H (4.04, 0.73, -0.90)  0.254
H (1.64, 1.26, -1.15)  0.295
H (1.35, -1.14, 0.73)  0.284
H (0.41, -1.00, -0.72)  0.311
H (-0.46, 0.03, 1.78)  0.410
H (0.53, 1.34, 1.26)  0.331
H (-2.89, 0.78, -0.83)  0.274
H (-1.46, -1.60, -0.21)  0.229
H (-3.14, -1.47, -0.69)  0.353
H (-2.71, -1.34, 1.03)  0.243

C5H11BrFO3P | ωB97M-V/def2-TZVPD

For the HOMO energy, the calculation gives -10.17 eV. Its total charge is 0. The calculation puts the maximum force at 0.10211 hartree/bohr. Its HOMO-LUMO gap is 10.8 eV. Its SMILES is CCO[P@@](=O)(Br)OCCCF.

Last column: Mulliken charge in e.
Geometry (Å):
C (2.48, 0.74, 1.86)  -1.086
C (2.17, -0.58, 1.27)  -0.153
O (1.54, -0.27, -0.04)  -0.159
P (0.47, -0.85, -1.02)  0.712
O (0.68, -0.13, -2.27)  -0.646
Br (1.08, -2.88, -1.26)  -0.232
O (-0.99, -0.74, -0.47)  -0.270
C (-1.66, 0.68, -0.73)  -0.469
C (-3.31, 0.42, -0.66)  -0.686
C (-4.02, 1.80, -0.45)  -0.314
F (-3.48, 2.32, 0.70)  -0.289
H (1.62, 1.12, 2.41)  0.301
H (3.37, 0.57, 2.56)  0.325
H (2.87, 1.47, 1.16)  0.314
H (1.25, -1.08, 1.88)  0.230
H (3.00, -1.24, 0.96)  0.310
H (-1.17, 1.23, 0.05)  0.422
H (-1.42, 1.14, -1.71)  0.352
H (-3.69, -0.36, -0.12)  0.478
H (-3.82, 0.07, -1.60)  0.336
H (-3.77, 2.65, -1.08)  0.255
H (-5.15, 1.67, -0.58)  0.267